Density functional theory data (wB97M-V/def2-TZVPD) for a structure of composition C2H6O2Si at a distorted geometry.

ORCA input file:
```
! wB97M-V def2-TZVPD RIJCOSX def2/J DEFGRID3
* xyz 0 1
C 1.0423 1.6693 0.0100
C -0.0389 -1.7263 -0.0297
O -2.2275 0.3436 -0.6879
O -2.1084 0.3621 0.7863
Si -0.7621 0.0106 -0.0686
H 1.4410 1.6171 1.0048
H 1.7407 1.3657 -0.7512
H 0.5758 2.6128 -0.2144
H 1.0275 -1.6907 0.1647
H -0.5008 -2.3164 0.7581
H -0.1894 -2.2478 -0.9723
*
```

Summary:
HOMO-LUMO gap, eV: 10.24
LUMO, eV: 0.4
Relative energy (zero: lowest compared OMol25 entry of this formula, charge and spin), kJ/mol: 391.2
HOMO, eV: -9.87

Density functional theory data (wB97M-V/def2-TZVPD) for the molecule C2H2N4O2 at a distorted geometry.

ORCA input file:
```
! wB97M-V def2-TZVPD RIJCOSX def2/J DEFGRID3
* xyz 0 1
O -1.6408 -0.8052 -1.9517
N -0.9880 0.2569 -1.1907
C -0.7002 -0.4103 0.0311
C 0.3709 0.2616 0.6830
N 0.5891 0.0364 2.0151
N 1.6728 0.7520 2.2014
O 2.1303 1.2124 0.9347
N 1.4245 0.6860 -0.0993
H -1.7373 -0.3984 -2.9018
H -1.1213 -1.5913 0.2782
*
```

Summary:
HOMO-LUMO gap, eV: 8.99
LUMO, eV: -0.9
Relative energy (zero: lowest compared OMol25 entry of this formula, charge and spin), kJ/mol: 793.0
HOMO, eV: -9.92
Structure (SMILES): O/N=C/c1nnon1

Density functional theory data (wB97M-V/def2-TZVPD) for the ion C3H8N4 with charge +2 at a distorted geometry.

ORCA input file:
```
! wB97M-V def2-TZVPD RIJCOSX def2/J DEFGRID3
* xyz 2 1
C -0.8744 1.2030 1.1316
N -0.9277 1.0114 -0.3433
C -0.6404 -0.3808 -0.8112
N 0.6934 -0.6384 -0.6110
C 1.9321 -0.9619 -1.1111
N 2.4556 -1.3502 0.0941
N 1.1610 -1.6302 0.1740
H -1.0792 0.3569 1.6503
H 0.0841 1.6258 1.4320
H -1.5704 1.9422 1.7310
H -1.8734 1.1811 -0.7255
H -0.1661 1.6094 -0.7211
H -1.3683 -1.1188 -0.3184
H -0.8632 -0.5776 -1.8902
H 3.0369 -2.2720 0.3190
*
```

Summary:
HOMO-LUMO gap (spin up / spin down), eV: 9.35 / 9.34
LUMO (spin up / spin down), eV: -11.0 / -11.0
Relative energy (zero: lowest compared OMol25 entry of this formula, charge and spin), kJ/mol: 738.8
HOMO (spin up / spin down), eV: -20.35 / -20.35
Structure (SMILES): C[NH2+]Cn1c2[nH+]n1-2

Density functional theory data (wB97M-V/def2-TZVPD) for a cluster of 2 separate species, C19H40BrIN2O11P3S in total at a distorted geometry.

ORCA input file:
```
! wB97M-V def2-TZVPD RIJCOSX def2/J DEFGRID3
* xyz 1 1
C 3.0645 -3.9509 0.8454
C 3.8726 -2.5996 0.2808
O 2.9749 -1.5047 -0.1103
C 2.6445 -0.6058 0.9950
O 1.5849 -1.2497 1.7729
C 1.2392 -0.5469 3.0043
C 1.6055 1.0868 2.9922
C 3.0714 1.2486 3.7203
C 3.1461 2.3142 4.9562
O 3.1115 3.6451 4.8968
I 3.4074 1.5054 7.0231
P 0.4203 1.7950 4.3504
O -1.1105 1.5213 4.0986
N 1.4644 1.6980 1.6190
Br 2.3169 3.4218 1.6599
C 0.0736 2.0838 1.1819
C -1.0033 0.8879 0.9348
P -1.9275 1.2618 -0.7428
O -1.1468 0.6714 -2.0066
O -2.2477 2.9555 -0.9857
C -3.6722 3.1955 -1.2776
C -4.4274 3.2533 0.2137
O -3.4140 0.2936 -0.6401
C -3.0701 -1.1429 -0.4965
C -3.6756 -2.0963 -1.7008
C 2.2921 0.9652 0.5409
N 1.6717 0.8801 -0.8192
P 3.9861 1.8794 0.2047
C 3.9573 2.8602 -1.4269
C 5.4057 0.5911 -0.0508
C 6.8263 1.3059 -0.5453
H 3.8703 -4.7759 1.1454
H 2.4880 -3.6983 1.8450
H 2.2746 -4.3613 0.0857
H 4.3920 -2.9746 -0.7270
H 4.7502 -2.2995 0.9940
H 3.6043 -0.5898 1.7057
H 0.0454 -0.5673 3.0635
H 1.5935 -1.0942 3.9754
H 3.3183 0.1867 4.2122
H 3.9750 1.4570 3.0170
H 0.7434 1.0594 5.5819
H 0.5558 3.2399 4.5204
H -0.4684 2.8592 1.9145
H 0.0795 2.7270 0.1716
H -0.5622 -0.1839 0.7848
H -1.8668 0.7998 1.7210
H -4.1613 2.3936 -1.9973
H -3.7869 4.2348 -1.8538
H -4.2607 2.2726 0.8419
H -5.5770 3.3872 0.0054
H -3.9660 4.1425 0.8400
H -3.5592 -1.5287 0.5147
H -1.9205 -1.3596 -0.4478
H -4.5944 -2.7486 -1.3207
H -4.0689 -1.4965 -2.6290
H -2.8689 -2.8954 -2.0663
H 1.4074 1.8141 -1.2343
H 2.3975 0.5510 -1.5276
H 3.0860 3.6705 -1.3322
H 3.7950 2.2296 -2.3992
H 4.9600 3.5078 -1.4495
H 5.0713 -0.0985 -0.9563
H 5.5604 -0.1234 0.8650
H 7.7276 0.5659 -0.4133
H 6.7534 1.5707 -1.6964
H 6.9175 2.3027 0.0620
C -7.1562 -3.1379 -4.0640
C -6.7379 -3.2956 -5.5234
O -5.4388 -3.8813 -5.4781
S -5.3402 -4.8510 -4.1702
O -5.5948 -6.2095 -4.5955
O -4.1748 -4.4707 -3.4063
O -6.6679 -4.3021 -3.3996
H -6.6810 -2.2622 -3.6102
H -8.2410 -3.0614 -3.9514
H -6.7122 -2.3412 -6.0548
H -7.4023 -3.9879 -6.0512
*
```

Summary:
HOMO-LUMO gap, eV: 6.05
LUMO, eV: -4.8
HOMO, eV: -10.86

Density functional theory data (wB97M-V/def2-TZVPD) for a structure of composition C3H2N2 at a distorted geometry.

ORCA input file:
```
! wB97M-V def2-TZVPD RIJCOSX def2/J DEFGRID3
* xyz 0 1
C -0.3576 0.6377 0.3076
C 1.2383 0.8409 -1.5296
C -0.3171 -0.6792 0.6687
N 0.8530 0.0723 -0.6868
N 0.6505 -1.1717 -0.2265
H -1.1283 1.4810 0.1345
H -0.9387 -1.1810 1.3320
*
```

Summary:
HOMO-LUMO gap, eV: 7.42
LUMO, eV: -1.3
Relative energy (zero: lowest compared OMol25 entry of this formula, charge and spin), kJ/mol: 643.8
HOMO, eV: -8.69

Density functional theory data (wB97M-V/def2-TZVPD) for a structure of composition C4H6Br3O3S at a distorted geometry.

ORCA input file:
```
! wB97M-V def2-TZVPD RIJCOSX def2/J DEFGRID3
* xyz -1 1
C -1.5540 -1.1788 1.5410
C -0.6621 -0.7141 0.3353
C -0.4795 0.7099 0.2724
C 0.6391 1.0930 -1.0581
O 1.6530 -1.2670 -1.4289
O 2.6462 0.0344 0.3719
O 3.0021 0.7204 -1.9571
S 2.1432 0.0104 -1.0125
Br -2.1114 1.7808 0.0084
Br 1.1408 2.9090 -0.9046
Br -0.2090 0.6691 -2.7014
H -1.2770 -0.5787 2.4604
H -1.2335 -2.2149 1.7565
H -2.5893 -0.8390 1.2871
H -1.1406 -1.0559 -0.5857
H 0.2066 -1.3117 0.3617
H -0.1743 1.2331 1.2537
*
```

Summary:
HOMO-LUMO gap, eV: 8.54
LUMO, eV: 2.8
HOMO, eV: -5.70

Density functional theory data (wB97M-V/def2-TZVPD) for a cluster of 2 separate species, C6H17N4O in total at a distorted geometry.

ORCA input file:
```
! wB97M-V def2-TZVPD RIJCOSX def2/J DEFGRID3
* xyz 1 1
C 1.0235 0.8877 1.4865
C 2.2558 1.2091 2.3200
C 0.6295 -0.5647 1.6672
O 1.3438 -1.4760 1.3175
N -0.6399 -0.7988 2.1684
H 0.2183 1.5792 1.7116
H 1.2404 1.0072 0.4261
H 2.0885 0.9253 3.3657
H 2.4720 2.2630 2.3156
H -0.7522 -1.7218 2.5669
H -1.0986 -0.0424 2.6527
H 3.1050 0.5905 2.0705
C 0.2763 -0.8047 -1.7975
C 0.3046 -2.2692 -2.2004
C -1.5505 0.7260 -1.1937
N -0.9514 -0.4378 -1.1039
N -1.0423 1.7582 -1.8400
N -2.6061 0.9791 -0.3444
H 1.1568 -0.5808 -1.2029
H 0.4421 -0.1776 -2.6707
H -0.6649 -2.5920 -2.5866
H 0.6339 -2.9064 -1.3813
H -1.1336 -1.0302 -0.3008
H -0.1547 1.7038 -2.3145
H -1.3489 2.7068 -1.7032
H -2.7252 0.2521 0.3440
H -3.5059 1.2310 -0.7318
H 0.9837 -2.4167 -3.0409
*
```

Summary:
HOMO-LUMO gap, eV: 10.30
LUMO, eV: -3.0
Relative energy (zero: lowest compared OMol25 entry of this formula, charge and spin), kJ/mol: 27.0
HOMO, eV: -13.28

Density functional theory data (wB97M-V/def2-TZVPD) for a cluster of 4 separate species, C12H27ClN4O2 in total at a distorted geometry.

ORCA input file:
```
! wB97M-V def2-TZVPD RIJCOSX def2/J DEFGRID3
* xyz 2 1
C 5.1387 0.8433 6.4338
C 4.1099 1.0845 5.3864
O 3.8551 0.2070 4.5395
N 3.3176 2.3343 5.4787
H 2.5438 2.1189 6.0912
H 3.8200 3.0478 5.9873
C 2.8227 2.7883 4.0983
H 5.7848 0.0023 6.1822
H 4.7262 0.6225 7.4183
H 5.7301 1.7382 6.6272
H 2.2628 3.7127 4.2398
H 2.2091 1.9953 3.6707
H 3.6565 3.0293 3.4389
C -4.2868 -3.5089 -0.2120
C -3.5684 -2.3829 0.5352
O -4.1349 -1.5994 1.3158
N -2.0468 -2.2731 0.3550
H -1.6658 -2.4368 1.2759
H -1.6695 -3.0094 -0.2244
C -1.6750 -0.9006 -0.2185
H -5.3305 -3.5336 0.1014
H -3.8901 -4.5233 -0.2545
H -4.2582 -3.1602 -1.2444
H -0.5920 -0.7795 -0.1940
H -2.1711 -0.1115 0.3466
H -2.0591 -0.8858 -1.2384
C -3.3370 0.2875 -4.8818
C -2.0259 1.1080 -5.0404
N -1.0265 0.8191 -4.0654
C -0.6397 1.5870 -2.9832
C 0.3235 0.9543 -2.2163
N 0.6070 -0.1737 -2.9509
C -0.3042 -0.3555 -3.9823
C 1.6942 -1.0999 -2.7623
H -4.0841 0.6401 -5.5929
H -3.6703 0.3349 -3.8451
H -3.1598 -0.7869 -4.9298
H -2.1329 2.1927 -5.0339
H -1.5398 0.8841 -5.9899
H -1.2305 2.4593 -2.7454
H 0.9748 1.1338 -1.3737
H -0.2927 -1.1570 -4.7061
H 2.3560 -0.4901 -2.1473
H 2.0450 -1.4085 -3.7471
H 1.5522 -1.9963 -2.1587
Cl 1.2617 0.6475 1.2168
*
```

Summary:
HOMO-LUMO gap, eV: 7.12
LUMO, eV: -5.3
Relative energy (zero: lowest compared OMol25 entry of this formula, charge and spin), kJ/mol: 201.3
HOMO, eV: -12.45